DFT (ωB97M-V/def2-TZVPD) results for a molecular structure, C55H40Cl4N8OPSSr.

Geometry (Å):
Sr 0.14 0.61 -0.20
Cl 8.16 -2.13 4.61
C 6.76 -1.50 3.77
C 6.50 -1.92 2.48
C 5.38 -1.41 1.82
C 4.54 -0.49 2.43
C 4.83 -0.09 3.74
C 5.94 -0.58 4.41
C 3.34 0.06 1.73
C 2.08 -0.13 2.40
C 1.84 -1.06 3.48
C 0.51 -0.96 3.79
C -0.04 0.05 2.92
C -1.35 0.63 2.98
C -2.27 0.15 4.06
C -1.90 0.14 5.40
C -2.77 -0.29 6.39
C -4.03 -0.74 6.03
Cl -5.13 -1.30 7.26
C -4.43 -0.75 4.71
C -3.55 -0.30 3.73
C -1.84 1.68 2.18
N -1.23 2.15 1.05
C -1.88 3.24 0.63
C -1.55 4.00 -0.55
C -2.45 5.15 -0.86
C -2.51 6.25 0.00
C -3.34 7.33 -0.27
C -4.12 7.31 -1.41
Cl -5.18 8.66 -1.76
C -4.09 6.23 -2.28
C -3.25 5.16 -1.99
C -0.51 3.74 -1.43
C -0.22 4.51 -2.66
C 0.77 3.86 -3.29
C 1.17 2.72 -2.43
N 0.39 2.72 -1.34
C 2.28 1.87 -2.64
C 3.05 1.37 -1.52
C 4.52 1.32 -1.43
C 4.82 0.90 -0.18
C 3.54 0.66 0.50
N 2.53 1.02 -0.35
C 2.60 1.45 -4.04
C 1.70 1.74 -5.08
C 1.91 1.29 -6.38
C 3.00 0.50 -6.67
Cl 3.25 -0.10 -8.30
C 3.88 0.14 -5.66
C 3.66 0.59 -4.37
C -3.00 3.50 1.53
C -2.98 2.54 2.48
N 0.94 0.49 2.08
H 7.14 -2.64 2.00
H 5.16 -1.74 0.82
H 4.18 0.63 4.22
H 6.17 -0.27 5.42
H 2.56 -1.73 3.93
H -0.03 -1.54 4.53
H -0.92 0.51 5.68
H -2.48 -0.28 7.43
H -5.42 -1.10 4.44
H -3.86 -0.30 2.69
H -1.89 6.26 0.89
H -3.38 8.18 0.40
H -4.71 6.23 -3.17
H -3.22 4.31 -2.66
H -0.69 5.43 -2.97
H 1.27 4.16 -4.20
H 5.21 1.66 -2.18
H 5.80 0.81 0.25
H 0.78 2.27 -4.87
H 1.19 1.52 -7.16
H 4.70 -0.53 -5.88
H 4.32 0.22 -3.60
H -3.70 4.32 1.46
H -3.64 2.44 3.33
O 0.51 -1.50 -1.02
N 0.68 -1.96 -2.25
C 1.49 -3.04 -2.41
C 1.71 -3.60 -3.63
C 1.07 -3.03 -4.74
C 0.24 -1.95 -4.56
C 0.00 -1.36 -3.29
S -1.01 0.00 -3.03
H 1.94 -3.36 -1.48
H 2.38 -4.44 -3.71
H 1.23 -3.43 -5.73
H -0.26 -1.49 -5.40
C -3.86 -4.92 -0.17
N -2.63 -4.78 -0.96
C -1.53 -5.37 -0.20
N -1.37 -4.85 1.16
C -2.65 -4.99 1.86
N -3.79 -4.37 1.18
C -3.62 -2.90 1.12
P -2.10 -2.30 0.22
C -2.36 -3.36 -1.27
C -0.93 -3.44 1.11
H -4.08 -5.99 -0.09
H -4.68 -4.44 -0.71
H -0.60 -5.22 -0.75
H -1.72 -6.45 -0.12
H -2.55 -4.54 2.85
H -2.86 -6.05 1.97
H -3.60 -2.51 2.14
H -4.50 -2.47 0.64
H -1.49 -3.30 -1.94
H -3.20 -2.95 -1.83
H -0.80 -3.07 2.14
H 0.04 -3.37 0.63

Output
charge	-1
E_LUMO	1.063	eV
frontier orbital gap	0.1917	hartree

Löwdin population analysis, charges in e, atoms 1 to 99: Sr 1.342; Cl 0.628; C -0.670; C -0.102; C -0.027; C -0.193; C -0.024; C -0.102; C -0.045; C -0.246; C -0.020; C -0.041; C -0.265; C -0.049; C -0.183; C -0.027; C -0.100; C -0.669; Cl 0.634; C -0.098; C -0.043; C -0.252; N -0.023; C -0.228; C -0.055; C -0.204; C -0.032; C -0.105; C -0.670; Cl 0.622; C -0.103; C -0.026; C -0.226; C 0.004; C -0.022; C -0.279; N -0.032; C -0.056; C -0.235; C -0.021; C -0.013; C -0.229; N -0.001; C -0.140; C -0.044; C -0.104; C -0.677; Cl 0.610; C -0.114; C -0.026; C -0.012; C -0.013; N -0.020; H 0.102; H 0.124; H 0.126; H 0.102; H 0.103; H 0.101; H 0.123; H 0.103; H 0.106; H 0.115; H 0.126; H 0.101; H 0.102; H 0.127; H 0.106; H 0.107; H 0.103; H 0.106; H 0.090; H 0.105; H 0.101; H 0.092; H 0.099; H 0.104; O -0.437; N -0.225; C -0.048; C -0.080; C -0.088; C -0.100; C -0.700; S 0.570; H 0.130; H 0.097; H 0.103; H 0.099; C -0.209; N -0.149; C -0.202; N -0.149; C -0.205; N -0.151; C -0.344; P 1.019; C -0.322; C -0.322

=====

DFT (ωB97M-V/def2-TZVPD) results for a molecular structure, C55H40NO6PRuS2Se3.

Geometry (Å):
Ru -0.35 -1.31 0.46
Se -1.24 -5.67 1.79
P -2.90 -4.39 1.51
Se -2.76 -2.37 0.52
C -4.18 -5.18 0.45
C -3.80 -6.27 -0.33
C -4.67 -6.79 -1.28
C -5.92 -6.23 -1.46
C -6.32 -5.15 -0.67
C -5.45 -4.63 0.27
C -3.64 -3.88 3.11
C -4.66 -2.93 3.16
C -5.17 -2.51 4.38
C -4.63 -3.00 5.56
C -3.58 -3.91 5.51
C -3.09 -4.35 4.29
H -2.81 -6.70 -0.19
H -4.35 -7.63 -1.89
H -6.59 -6.62 -2.21
H -7.30 -4.71 -0.80
H -5.76 -3.78 0.86
H -5.02 -2.46 2.26
H -5.96 -1.78 4.41
H -5.00 -2.65 6.51
H -3.13 -4.27 6.43
H -2.27 -5.06 4.25
C -4.55 7.29 -1.04
C -3.48 6.25 -0.83
C -3.75 5.08 -0.13
C -2.75 4.14 0.11
C -1.47 4.38 -0.37
C -1.17 5.55 -1.06
C -2.18 6.47 -1.30
S -0.12 3.25 0.00
O 1.12 4.08 0.01
C -0.16 2.35 -1.60
C -1.41 1.88 -2.05
C -1.51 1.28 -3.27
C -0.36 1.08 -4.08
C -0.46 0.48 -5.35
C 0.66 0.24 -6.10
C 1.93 0.56 -5.57
C 2.05 1.15 -4.35
C 0.90 1.47 -3.58
C 0.99 2.14 -2.31
C 2.34 2.50 -1.78
C 3.12 3.52 -2.40
C 2.59 4.35 -3.41
C 3.35 5.32 -4.00
C 4.70 5.50 -3.60
C 5.22 4.74 -2.60
C 4.45 3.74 -1.96
C 4.97 2.95 -0.91
C 4.20 2.01 -0.30
C 2.87 1.80 -0.74
S 1.99 0.38 -0.04
O 2.89 -0.76 -0.36
C 2.24 0.78 1.71
C 2.30 -0.30 2.57
C 2.50 -0.09 3.92
C 2.65 1.19 4.43
C 2.91 1.43 5.90
C 2.56 2.27 3.55
C 2.35 2.07 2.20
H -5.53 6.91 -0.77
H -4.58 7.61 -2.09
H -4.35 8.18 -0.43
H -4.75 4.89 0.24
H -2.95 3.24 0.68
H -0.16 5.72 -1.40
H -1.96 7.38 -1.85
H -2.29 2.00 -1.43
H -2.47 0.94 -3.63
H -1.44 0.21 -5.72
H 0.58 -0.22 -7.07
H 2.82 0.32 -6.14
H 3.04 1.37 -3.95
H 1.55 4.22 -3.71
H 2.93 5.94 -4.78
H 5.30 6.27 -4.08
H 6.25 4.89 -2.27
H 6.00 3.09 -0.60
H 4.60 1.39 0.50
H 2.18 -1.31 2.19
H 2.54 -0.94 4.60
H 2.82 0.50 6.47
H 2.21 2.15 6.31
H 3.92 1.82 6.05
H 2.65 3.28 3.93
H 2.24 2.93 1.53
O -1.95 2.12 2.26
Se -2.07 0.57 1.84
O -0.78 -0.35 2.41
O -1.81 0.36 0.17
O -3.49 -0.12 2.22
N 7.20 -7.51 0.53
C 6.26 -6.86 0.43
C 5.07 -6.05 0.30
C 4.12 -6.36 -0.67
C 2.99 -5.58 -0.80
C 2.78 -4.48 0.04
C 3.75 -4.18 1.01
C 4.88 -4.96 1.13
C 1.61 -3.67 -0.10
C 0.62 -2.97 -0.22
H 4.27 -7.21 -1.32
H 2.24 -5.81 -1.55
H 3.61 -3.31 1.64
H 5.63 -4.72 1.88

Output
charge	-1
E_LUMO (spin up / spin down)	2.190 / 0.085	eV
spin multiplicity	6
frontier orbital gap (spin up / spin down)	0.2745 / 0.2164	hartree

Löwdin population analysis, charges in e, atoms 1 to 99: Ru 1.018; Se 0.285; P 0.216; Se 0.638; C -0.401; C -0.122; C -0.084; C -0.094; C -0.086; C -0.101; C -0.392; C -0.128; C -0.073; C -0.085; C -0.082; C -0.116; H 0.038; H 0.101; H 0.098; H 0.101; H 0.084; H 0.065; H 0.107; H 0.100; H 0.100; H 0.039; C -0.059; C -0.278; C -0.029; C -0.065; C -0.354; C -0.059; C -0.043; S 1.049; O -0.488; C -0.276; C -0.081; C -0.006; C -0.152; C -0.039; C -0.087; C -0.076; C -0.008; C -0.096; C -0.149; C -0.163; C -0.113; C -0.010; C -0.077; C -0.087; C -0.039; C -0.148; C -0.010; C -0.050; C -0.290; S 0.931; O -0.483; C -0.368; C -0.096; C -0.030; C -0.267; C -0.055; C -0.023; C -0.066; H 0.071; H 0.076; H 0.080; H 0.112; H 0.088; H 0.109; H 0.111; H 0.095; H 0.118; H 0.109; H 0.098; H 0.100; H 0.121; H 0.122; H 0.099; H 0.097; H 0.109; H 0.113; H 0.123; H 0.086; H 0.113; H 0.071; H 0.079; H 0.078; H 0.117; H 0.085; O -0.473; Se 0.703; O -0.586; O -0.663; O -0.519; N 0.134; C -0.193; C -0.244; C -0.034

=====

DFT (ωB97M-V/def2-TZVPD) results for a molecular structure, C55H43N18PPtSe.

Geometry (Å):
Pt -0.50 0.11 0.14
C 2.89 4.04 0.43
N 1.95 3.38 -0.47
C 1.73 2.04 -0.58
N 0.82 1.80 -1.50
C 0.44 2.99 -2.01
C 1.13 4.01 -1.36
C 1.03 5.48 -1.42
C -0.03 6.12 -0.76
C -0.13 7.50 -0.82
C 0.80 8.25 -1.52
C 1.86 7.61 -2.16
C 1.97 6.23 -2.11
C -0.56 3.06 -3.08
C -0.87 4.19 -3.73
C -2.00 4.34 -4.63
C -2.90 3.37 -4.80
C -2.61 2.06 -4.22
C -1.27 1.80 -3.54
P 2.66 0.69 0.27
C 2.08 -0.61 -0.89
N 0.81 -1.01 -1.01
C 0.77 -1.98 -1.99
C 2.04 -2.18 -2.45
N 2.85 -1.31 -1.74
C 4.30 -1.22 -1.88
C 2.59 -3.17 -3.40
C 3.30 -2.76 -4.52
C 3.82 -3.71 -5.40
C 3.62 -5.06 -5.15
C 2.91 -5.47 -4.03
C 2.39 -4.52 -3.16
C -0.47 -2.64 -2.42
C -0.62 -3.07 -3.74
C -1.76 -3.76 -4.13
C -2.76 -4.04 -3.20
C -2.62 -3.61 -1.89
C -1.49 -2.90 -1.51
C 1.71 -0.05 1.66
N 0.57 -0.75 1.58
C 0.39 -1.40 2.80
C 1.45 -1.05 3.61
N 2.25 -0.20 2.87
C 3.45 0.47 3.37
C 1.73 -1.35 5.02
C 2.77 -2.21 5.37
C 3.01 -2.51 6.70
C 2.21 -1.95 7.69
C 1.18 -1.09 7.35
C 0.94 -0.78 6.02
C -0.64 -2.43 3.06
C -0.43 -3.43 3.93
C -1.47 -4.42 4.23
C -2.63 -4.48 3.58
C -2.95 -3.54 2.46
C -2.00 -2.33 2.44
H 3.05 3.40 1.29
H 2.46 4.98 0.77
H 3.83 4.23 -0.08
H -0.74 5.54 -0.19
H -0.94 8.00 -0.30
H 0.72 9.33 -1.56
H 2.59 8.20 -2.71
H 2.79 5.74 -2.62
H -0.27 5.08 -3.54
H -2.14 5.30 -5.11
H -3.81 3.49 -5.38
H -2.95 1.22 -4.82
H -0.62 1.07 -4.01
H 4.72 -2.22 -1.95
H 4.70 -0.72 -1.00
H 4.57 -0.65 -2.77
H 3.44 -1.71 -4.73
H 4.37 -3.39 -6.27
H 4.03 -5.80 -5.83
H 2.75 -6.52 -3.84
H 1.84 -4.84 -2.28
H 0.16 -2.87 -4.47
H -1.86 -4.08 -5.16
H -3.63 -4.60 -3.50
H -3.38 -3.84 -1.16
H -1.38 -2.58 -0.49
H 3.53 0.28 4.43
H 3.36 1.54 3.20
H 4.34 0.08 2.86
H 3.39 -2.65 4.59
H 3.82 -3.18 6.97
H 2.39 -2.19 8.73
H 0.57 -0.65 8.12
H 0.14 -0.11 5.75
H 0.52 -3.54 4.44
H -1.25 -5.14 5.01
H -3.35 -5.25 3.82
H -3.07 -4.09 1.52
H -1.94 -1.91 1.44
N -3.04 2.60 0.52
C -1.94 2.58 1.39
N -1.67 3.59 2.18
N -0.50 3.24 2.76
N -0.10 2.10 2.32
N -1.02 1.62 1.45
C -2.88 2.14 -0.72
N -3.68 2.47 -1.80
N -3.20 1.77 -2.75
N -2.10 1.09 -2.38
N -1.91 1.30 -1.09
H -3.74 3.31 0.69
Se -6.28 -1.61 -0.44
N -5.76 -2.64 0.95
C -4.82 -2.01 1.57
C -4.13 -2.57 2.79
C -3.08 -1.55 3.29
C -3.15 -0.14 2.83
N -3.62 0.21 1.70
C -4.46 -0.71 1.04
N -5.08 -0.32 -0.04
H -4.86 -2.94 3.50
H -2.85 -1.65 4.35
H -2.63 0.61 3.41

Output
charge	+2
E_LUMO	-6.581	eV
frontier orbital gap	0.2018	hartree

Löwdin population analysis, charges in e, atoms 1 to 99: Pt 1.136; C 0.021; N -0.030; C -0.450; N 0.062; C -0.181; C -0.099; C -0.218; C -0.024; C -0.054; C -0.058; C -0.056; C -0.031; C -0.093; C 0.032; C -0.006; C -0.026; C -0.062; C -0.030; P 1.197; C -0.431; N -0.051; C -0.145; C -0.101; N -0.031; C 0.012; C -0.201; C -0.042; C -0.060; C -0.060; C -0.054; C -0.021; C -0.171; C -0.027; C -0.059; C -0.064; C -0.065; C -0.042; C -0.473; N -0.062; C -0.108; C -0.099; N -0.036; C 0.013; C -0.217; C -0.044; C -0.058; C -0.058; C -0.054; C -0.016; C -0.105; C 0.012; C -0.043; C -0.028; C -0.177; C -0.155; H 0.073; H 0.106; H 0.107; H 0.112; H 0.114; H 0.115; H 0.114; H 0.123; H 0.121; H 0.129; H 0.126; H 0.162; H 0.164; H 0.109; H 0.068; H 0.100; H 0.116; H 0.112; H 0.113; H 0.113; H 0.126; H 0.117; H 0.112; H 0.113; H 0.097; H 0.071; H 0.098; H 0.090; H 0.097; H 0.124; H 0.113; H 0.114; H 0.113; H 0.122; H 0.112; H 0.112; H 0.123; H 0.146; H 0.092; N 0.186; C -0.471; N 0.079; N -0.032

=====

DFT (ωB97M-V/def2-TZVPD) results for a molecular structure, C55H44FeN7PS.

Geometry (Å):
Fe -0.18 -0.35 -0.17
C 1.31 1.11 4.81
N 0.65 0.36 3.73
C 0.82 0.57 2.41
N 0.11 -0.31 1.73
C -0.44 -1.19 2.62
C -0.16 -0.75 3.89
C -0.49 -1.33 5.20
C -1.09 -0.56 6.20
C -1.44 -1.14 7.41
C -1.20 -2.49 7.62
C -0.61 -3.26 6.63
C -0.25 -2.68 5.42
C -1.07 -2.40 2.09
C -0.46 -2.98 0.97
C -0.94 -4.16 0.43
C -2.06 -4.77 0.99
C -2.68 -4.18 2.09
C -2.19 -3.01 2.64
P 1.94 1.69 1.51
C 2.57 0.39 0.37
N 1.75 -0.37 -0.33
C 2.49 -1.20 -1.12
C 3.82 -0.96 -0.87
N 3.85 0.06 0.07
C 5.05 0.68 0.61
C 5.03 -1.55 -1.47
C 5.18 -1.55 -2.85
C 6.30 -2.13 -3.43
C 7.27 -2.71 -2.63
C 7.12 -2.73 -1.25
C 6.00 -2.15 -0.67
C 1.76 -2.12 -2.00
C 0.55 -1.66 -2.53
C -0.25 -2.50 -3.30
C 0.15 -3.80 -3.54
C 1.36 -4.26 -3.02
C 2.16 -3.42 -2.25
C 0.72 2.35 0.34
N 0.00 1.63 -0.52
C -0.67 2.52 -1.34
C -0.41 3.79 -0.88
N 0.48 3.66 0.16
C 1.09 4.77 0.89
C -0.91 5.12 -1.30
C -2.26 5.41 -1.13
C -2.76 6.64 -1.54
C -1.91 7.58 -2.11
C -0.56 7.29 -2.28
C -0.06 6.06 -1.87
C -1.44 2.13 -2.54
C -1.92 0.84 -2.74
C -2.65 0.51 -3.87
C -2.89 1.46 -4.85
C -2.38 2.74 -4.69
C -1.66 3.07 -3.56
H 2.24 1.52 4.44
H 0.67 1.92 5.15
H 1.51 0.43 5.63
H -1.30 0.49 6.02
H -1.90 -0.54 8.18
H -1.48 -2.94 8.56
H -0.41 -4.31 6.80
H 0.22 -3.28 4.65
H 0.49 -2.58 0.60
H -0.43 -4.62 -0.41
H -2.44 -5.69 0.58
H -3.55 -4.66 2.52
H -2.67 -2.57 3.51
H 5.83 0.67 -0.15
H 4.83 1.71 0.89
H 5.40 0.14 1.49
H 4.42 -1.08 -3.47
H 6.42 -2.11 -4.50
H 8.14 -3.16 -3.08
H 7.87 -3.19 -0.62
H 5.88 -2.18 0.41
H 0.30 -0.60 -2.46
H -1.17 -2.12 -3.73
H -0.46 -4.46 -4.14
H 1.68 -5.27 -3.22
H 3.10 -3.79 -1.84
H 0.37 5.59 0.94
H 1.34 4.45 1.89
H 1.99 5.11 0.38
H -2.92 4.67 -0.69
H -3.81 6.87 -1.41
H -2.30 8.53 -2.44
H 0.10 8.02 -2.73
H 0.98 5.83 -2.02
H -1.76 0.07 -2.01
H -3.03 -0.50 -3.98
H -3.46 1.20 -5.73
H -2.54 3.48 -5.46
H -1.25 4.07 -3.48
S -4.24 1.29 1.04
C -2.58 0.91 0.98
N -2.22 -0.06 0.20
C -3.34 -0.58 -0.46
C -3.33 -1.62 -1.39
C -4.53 -2.01 -1.95
C -5.73 -1.38 -1.60
C -5.75 -0.35 -0.69
C -4.54 0.04 -0.13
H -1.88 1.45 1.60
H -2.41 -2.10 -1.67
H -4.54 -2.82 -2.67
H -6.66 -1.71 -2.06
H -6.68 0.14 -0.43

Output
charge	+2
E_LUMO (spin up / spin down)	-4.691 / -4.698	eV
frontier orbital gap (spin up / spin down)	0.2946 / 0.2944	hartree

Löwdin population analysis, charges in e, atoms 1 to 99: Fe 0.584; C 0.012; N -0.028; C -0.411; N 0.009; C -0.141; C -0.082; C -0.184; C -0.037; C -0.058; C -0.058; C -0.053; C -0.026; C -0.174; C -0.048; C -0.054; C -0.055; C -0.043; C -0.013; P 1.209; C -0.383; N 0.020; C -0.139; C -0.085; N -0.031; C 0.010; C -0.190; C -0.022; C -0.055; C -0.058; C -0.058; C -0.037; C -0.163; C -0.057; C -0.064; C -0.056; C -0.049; C -0.006; C -0.420; N 0.063; C -0.114; C -0.102; N -0.039; C 0.007; C -0.219; C -0.024; C -0.053; C -0.057; C -0.055; C -0.040; C -0.127; C -0.059; C -0.058; C -0.055; C -0.048; C -0.007; H 0.079; H 0.101; H 0.106; H 0.115; H 0.114; H 0.114; H 0.114; H 0.124; H 0.105; H 0.107; H 0.114; H 0.117; H 0.126; H 0.106; H 0.078; H 0.102; H 0.124; H 0.114; H 0.114; H 0.113; H 0.117; H 0.100; H 0.100; H 0.115; H 0.118; H 0.126; H 0.105; H 0.074; H 0.105; H 0.120; H 0.113; H 0.114; H 0.114; H 0.122; H 0.042; H 0.099; H 0.114; H 0.116; H 0.110; S 1.140; C -0.439; N -0.018; C -0.305